[1]
Molecular formula: C6H8
Method: DFT, ωB97M-V with the def2-TZVPD basis set

```
14
Properties=species:S:1:pos:R:3:forces:R:3:nbo_charge:R:1
C 2.680690 -1.360160 -0.366408 -0.79 0.53 0.55 -0.248
C 1.818440 -0.757130 0.228526 0.83 -0.57 -0.65 -0.002
C 0.767947 0.047277 0.845088 -0.10 0.03 0.04 -0.479
C -0.238097 0.581847 -0.161494 0.07 0.16 -0.02 -0.212
C -1.657287 0.758005 0.296382 -0.13 0.14 0.13 -0.417
C -1.354182 -0.142086 -0.865884 0.01 -0.15 -0.12 -0.415
H 3.437311 -1.883305 -0.898396 0.01 -0.04 0.04 0.234
H 0.278325 -0.488396 1.667678 0.06 -0.09 -0.26 0.231
H 1.232789 0.930991 1.304564 -0.04 -0.21 0.01 0.238
H 0.224620 1.326404 -0.803862 -0.25 0.20 0.21 0.216
H -2.206848 1.684772 0.168710 0.13 -0.11 -0.12 0.215
H -1.881222 0.237853 1.226074 0.00 0.18 -0.12 0.207
H -1.529664 -1.211189 -0.794802 0.17 0.13 0.18 0.217
H -1.572825 0.275120 -1.846172 0.03 -0.21 0.13 0.215
```
Positions in Å, forces in eV/Å.

The value obtained for the orbital gap is 11.0 eV. As for the SMILES: C#CCC1CC1. The HOMO energy comes out at -9.866 eV. The charge is 0. The energy is -233.31529 Ha.

---

[2]
Molecular formula: C29H32CdCl2N3O2PS3
Method: DFT, ωB97M-V with the def2-TZVPD basis set

```
73
Properties=species:S:1:pos:R:3:forces:R:3:mulliken_charge:R:1
Cd -0.393234 0.149275 0.769192 0.38 -0.49 0.05 2.403
C 0.901005 -2.666162 2.847624 -0.10 0.10 0.20 -1.136
C 1.244479 -2.990897 1.439512 0.10 -0.11 -0.13 0.822
C 2.169181 -3.995743 1.142978 0.02 0.12 0.00 -0.847
C 2.465434 -4.281252 -0.170874 0.01 -0.03 -0.01 -0.812
C 1.798739 -3.593507 -1.170236 0.04 0.05 -0.08 -0.861
C 0.877707 -2.622828 -0.804869 0.17 -0.09 0.28 0.622
N 0.631318 -2.302569 0.469824 0.03 -0.09 -0.12 0.204
C 0.099622 -1.903251 -1.839705 -0.12 -0.01 -0.33 0.022
C -0.131785 -2.484935 -3.086382 -0.01 0.07 -0.01 -0.946
C -0.854961 -1.782243 -4.032077 0.02 -0.04 0.11 -0.837
C -1.335027 -0.524481 -3.712932 0.05 0.03 0.03 -0.884
C -1.071955 -0.015878 -2.446015 -0.05 -0.03 -0.24 0.741
N -0.385984 -0.701188 -1.540439 0.10 -0.22 0.37 0.744
C -1.573260 1.316773 -2.032633 -0.20 0.22 -0.19 -0.006
C -1.814498 2.316912 -2.966257 -0.02 -0.13 0.08 -0.746
C -2.348680 3.515636 -2.523532 0.03 0.02 0.14 -0.849
C -2.633092 3.666563 -1.178990 0.07 -0.04 -0.25 -0.654
C -2.335284 2.627897 -0.297509 -0.34 0.39 0.17 0.453
C -2.619976 2.747839 1.166455 -0.10 0.30 -0.94 -0.387
N -1.793812 1.488087 -0.727876 0.13 0.09 -0.06 0.137
H 1.315949 -3.386075 3.551563 0.02 -0.05 -0.09 0.391
H 1.284874 -1.682053 3.109485 0.00 0.15 0.01 0.241
H -0.180053 -2.632660 2.965734 -0.07 0.06 0.06 0.150
H 2.664899 -4.515954 1.950012 -0.03 -0.02 0.04 0.407
H 3.200595 -5.035020 -0.422574 0.01 0.01 0.01 0.420
H 2.022680 -3.787672 -2.209037 -0.02 0.01 -0.01 0.418
H 0.217541 -3.484364 -3.296109 0.03 0.01 0.00 0.475
H -1.058913 -2.221039 -4.999769 -0.02 0.01 0.00 0.438
H -1.930379 0.033170 -4.419763 -0.01 0.04 0.01 0.471
H -1.563350 2.179238 -4.007418 -0.02 -0.06 -0.01 0.479
H -2.536558 4.319967 -3.222625 -0.01 0.01 0.01 0.426
H -3.062479 4.585350 -0.804724 -0.02 -0.03 0.04 0.410
H -3.187336 3.651712 1.380531 -0.03 0.07 -0.05 0.363
H -3.179074 1.876094 1.507751 0.03 0.17 -0.13 0.083
H -1.687294 2.768477 1.728930 -0.52 0.17 -0.80 -0.319
Cl 1.387703 1.785842 -1.244284 0.16 0.44 -0.43 -0.136
C 2.629287 0.625341 -0.939493 0.20 -0.18 0.29 0.616
C 3.371895 0.140120 -2.001309 -0.05 0.07 -0.11 -0.720
C 4.403863 -0.748203 -1.757100 0.04 -0.03 0.02 -0.530
C 4.703533 -1.110537 -0.454034 0.06 -0.07 0.03 -0.755
C 3.958513 -0.606484 0.598158 -0.26 0.10 -0.22 0.250
Cl 4.425429 -1.022338 2.208517 0.01 -0.17 0.11 -0.189
C 2.853572 0.239613 0.392769 0.04 0.04 -0.05 -0.234
S 1.860343 0.807842 1.716679 -0.42 -0.05 0.04 -0.478
H 3.156405 0.477579 -3.006540 -0.04 -0.01 0.02 0.443
H 4.994584 -1.135764 -2.576273 -0.01 0.00 0.00 0.408
H 5.518593 -1.789871 -0.243508 0.02 0.04 0.02 0.456
C -0.287110 3.533201 3.392626 -0.03 -0.09 0.03 -1.327
C -1.256665 2.602432 4.102048 0.08 0.29 0.23 0.210
C -2.461629 3.357224 4.642935 0.01 -0.22 -0.04 -1.198
O -1.675355 1.594754 3.145432 0.41 -1.11 1.61 -0.120
P -2.170756 0.130687 3.642178 -0.01 0.15 0.43 0.448
S -1.119479 -0.535434 5.151678 -0.14 -0.07 -0.49 -0.405
S -2.387873 -0.861921 1.877653 0.12 -0.02 0.42 -0.802
O -3.682684 0.460618 4.089245 0.07 0.05 -0.14 -0.410
C -4.431368 -0.285142 5.068993 -0.24 -0.14 0.12 0.523
C -4.514660 -1.764109 4.720599 0.14 0.13 -0.12 -1.358
C -5.804511 0.364059 5.099014 0.21 0.07 -0.02 -1.467
H 0.191484 4.182696 4.125228 0.00 0.01 0.00 0.458
H -0.814104 4.157754 2.667144 0.17 0.10 0.11 0.362
H 0.483762 2.960180 2.878187 0.06 0.05 -0.02 0.179
H -0.742865 2.095162 4.919886 0.03 -0.06 -0.04 0.470
H -3.063423 3.743715 3.817833 0.00 0.03 0.05 0.157
H -2.122469 4.193374 5.255305 0.00 0.00 0.01 0.471
H -3.084325 2.703114 5.250687 -0.04 0.04 0.00 0.204
H -3.933617 -0.164439 6.035847 0.04 0.00 -0.05 0.298
H -4.826133 -1.886503 3.681542 -0.07 0.00 0.02 0.294
H -5.235585 -2.261673 5.369810 0.01 0.02 0.03 0.456
H -3.543453 -2.239743 4.846439 0.01 -0.05 -0.02 0.295
H -6.252266 0.308611 4.105982 -0.07 -0.03 0.02 0.302
H -5.723398 1.414054 5.381418 -0.03 0.00 0.00 0.346
H -6.446606 -0.146842 5.816087 -0.02 0.01 0.00 0.443
```
Positions in Å, forces in eV/Å.

The value obtained for the orbital gap is 7.2 eV. The HOMO energy comes out at -7.655 eV. The charge is 0. The energy is -4063.27666 Ha.

---

- Which value of charge does entry 2 give?
  0

---

- What is the HOMO energy in the first record?
  -9.866 eV

---

- The highest energy belongs to which entry?
  C6H8

---

- Look up the orbital gap of the second one.
  7.2 eV